Entry 1:
Below is a cluster of 2 separate species, C3H6NO2 in total, with properties calculated with wB97M-V/def2-TZVPD.

The geometry in XYZ format:
```
12
Properties=species:S:1:pos:R:3:mulliken_spin:R:1
O 5.1614 -0.4067 1.2817 0.00
C 4.3298 -1.0985 0.6473 0.00
O 3.5458 -0.7903 -0.2708 0.00
C -2.4457 0.3581 0.3047 0.60
C -1.8343 1.1622 -0.8018 0.16
N -3.0610 -0.8956 0.1161 0.28
H 4.2091 -2.1550 1.0155 0.00
H -2.4325 0.8487 -1.6769 -0.07
H -0.7442 0.9876 -0.8945 0.06
H -1.8929 2.2559 -0.6816 -0.02
H -2.7172 0.8834 1.2283 0.01
H -2.1183 -1.1500 -0.2679 -0.01
```

Values from the calculation:
energy relative to the best compared isomer or geometry (same formula, charge and spin)	10.76	kcal/mol
total charge	-2
expectation value of S²	0.754
lowest unoccupied orbital energy (alpha / beta)	6.75 / 6.73	eV
spin multiplicity	2


Entry 2:
Below is a structure of composition C3H6NO3, with properties calculated with wB97M-V/def2-TZVPD.

The geometry in XYZ format:
```
13
Properties=species:S:1:pos:R:3:lowdin_charge:R:1
C -0.0291 1.2403 0.8538 -0.44
C 0.5846 0.9298 -1.0753 0.00
C -0.0150 -0.0402 -0.0793 -0.02
N -1.0756 -1.0594 -0.0646 0.25
O -0.4699 1.4336 1.9544 0.20
O 0.4832 1.9623 -0.0810 0.16
O 1.5318 -1.2690 0.6457 -0.01
H 1.4972 0.7064 -1.5283 0.14
H 0.0534 1.1806 -1.9033 0.12
H -1.2822 -1.3886 0.9480 0.24
H -0.7336 -1.8408 -0.6274 0.18
H -1.9213 -0.7181 -0.5778 0.21
H 1.3763 -1.1370 1.5350 -0.02
```

Values from the calculation:
energy relative to the best compared isomer or geometry (same formula, charge and spin)	117.23	kcal/mol
total charge	+1
lowest unoccupied orbital energy (alpha / beta)	-6.19 / -6.19	eV


Entry 3:
Below is a cluster of 2 separate species, C3H6NO3S in total, with properties calculated with wB97M-V/def2-TZVPD.

The geometry in XYZ format:
```
14
Properties=species:S:1:pos:R:3:lowdin_charge:R:1
C 0.1286 1.5385 -0.2225 0.00
C 0.9650 0.8826 -1.0134 -0.27
C 1.4252 -1.0891 0.0850 -0.05
N 1.8409 -0.1211 -0.6035 -0.04
O -3.5602 0.8465 0.7007 -0.44
O -3.1851 -0.3466 -1.4215 -0.43
O -1.6702 -0.7037 0.4831 -0.45
S -2.9924 -0.3021 0.0159 0.35
H -0.4918 2.3395 -0.5862 0.05
H 0.0157 1.2699 0.8089 0.05
H 1.1009 1.1622 -2.0510 0.09
H 2.1610 -1.8181 0.4026 0.05
H -3.8087 -1.3979 0.4924 0.04
H 0.3814 -1.2305 0.3612 0.05
```

Values from the calculation:
energy relative to the best compared isomer or geometry (same formula, charge and spin)	60.84	kcal/mol
total charge	-1
lowest unoccupied orbital energy	3.86	eV


Entry 4:
Below is a cluster of 2 separate species, C3H6NO4 in total, with properties calculated with wB97M-V/def2-TZVPD.

The geometry in XYZ format:
```
14
Properties=species:S:1:pos:R:3:mulliken_spin:R:1
O 0.7251 -1.5629 1.3846 0.79
C 0.5055 -0.5459 0.5552 -0.03
N 0.3093 0.6909 1.2672 0.02
C 0.2710 1.9439 0.5711 0.00
O 0.8434 1.9453 -0.5336 0.01
O -0.3945 2.8540 1.1153 0.00
C -0.6491 -0.9653 -0.3964 0.15
H -0.3637 0.5231 2.0036 0.00
H -0.8541 -0.1832 -1.1178 0.00
H -1.5531 -1.3460 0.0617 -0.01
H -0.3439 -1.8124 -1.0162 0.00
H -1.4441 -3.4772 -3.8419 0.00
H 1.3447 -0.4144 -0.1218 0.07
O -1.0744 -3.2068 -2.9713 0.00
```

Values from the calculation:
energy relative to the best compared isomer or geometry (same formula, charge and spin)	9.48	kcal/mol
total charge	-2
expectation value of S²	0.755
lowest unoccupied orbital energy (alpha / beta)	6.44 / 5.12	eV
spin multiplicity	2


Entry 5:
Below is a cluster of 2 separate species, C3H6NO4S in total, with properties calculated with wB97M-V/def2-TZVPD.

The geometry in XYZ format:
```
15
Properties=species:S:1:pos:R:3:lowdin_charge:R:1
C 0.6738 -1.0271 -0.1034 -0.62
C -0.7175 0.3492 2.0071 -0.08
C -0.6506 -0.6171 -0.0900 -0.29
N 1.2892 -1.3241 -1.3645 0.10
O 0.2489 2.6057 -0.4266 -0.55
O 1.4550 -1.1483 0.7989 0.02
O -0.0047 1.2517 -2.4712 -0.55
O -1.3156 -0.6609 1.1375 -0.20
S -0.6229 1.6741 -1.2110 0.76
H -1.6486 0.8281 2.5228 0.12
H -0.3507 1.1206 1.4016 0.02
H 0.0504 -0.1825 2.4944 0.06
H -1.3549 -0.8706 -0.9522 0.12
H 0.7448 -1.0090 -2.1506 0.04
H 2.2033 -0.9899 -1.5929 0.07
```

Values from the calculation:
energy relative to the best compared isomer or geometry (same formula, charge and spin)	32.49	kcal/mol
total charge	-1
lowest unoccupied orbital energy (alpha / beta)	3.57 / 3.57	eV


Entry 6:
Below is the ion C3H6NO4S with charge -1, with properties calculated with wB97M-V/def2-TZVPD.

The geometry in XYZ format:
```
15
Properties=species:S:1:pos:R:3:lowdin_charge:R:1
C -0.6337 -0.3600 1.1767 -0.07
C 0.2768 0.5429 -1.0328 -0.06
C -0.6983 -0.3917 -0.3598 -0.72
N 0.6442 -3.1122 -1.7698 -0.54
O 1.8299 -3.0635 -1.4995 -0.10
O -1.4369 -2.9384 -0.0536 -0.51
O 0.2446 -3.7440 -2.7406 -0.13
O -2.0360 -0.4759 -0.8850 -0.33
S -1.0379 -2.0146 -1.1442 1.01
H 0.4211 -0.6496 1.4924 0.10
H -1.3424 -0.8242 1.8656 0.07
H -0.8577 0.6801 1.4395 0.07
H -0.2624 1.4902 -0.9970 0.08
H 1.2039 0.7109 -0.4861 0.08
H 0.5991 0.1273 -1.9444 0.06
```

Values from the calculation:
energy relative to the best compared isomer or geometry (same formula, charge and spin)	95.98	kcal/mol
total charge	-1
lowest unoccupied orbital energy	3.68	eV
SMILES string	CC1(C)O[S@]1(=O)=[N+]([O-])[O-]


Entry 7:
Below is an isolated molecule of C3H6NOP, with properties calculated with wB97M-V/def2-TZVPD.

The geometry in XYZ format:
```
12
Properties=species:S:1:pos:R:3:mulliken_spin:R:1
C 1.8720 0.1868 0.0403 -0.02
C 1.2603 1.4392 0.3390 0.00
C -2.0600 -1.1238 -0.2272 0.02
N -0.9870 -0.3088 -0.1769 0.90
O 3.0104 -0.1338 0.3168 0.12
P 0.8523 -1.2186 -0.5119 0.87
H 1.0467 2.0896 -0.6488 0.00
H 1.9140 2.0257 1.0329 0.00
H 0.1726 1.1590 0.6365 -0.01
H -2.0481 -2.1091 0.3392 0.04
H -1.9980 -1.4033 -1.2732 0.08
H -3.0351 -0.6029 0.1334 0.01
```

Values from the calculation:
energy relative to the best compared isomer or geometry (same formula, charge and spin)	22.09	kcal/mol
expectation value of S²	2.012
lowest unoccupied orbital energy (alpha / beta)	0.57 / -2.22	eV
spin multiplicity	3


Entry 8:
Below is the ion C3H6NOS with charge -1, with properties calculated with wB97M-V/def2-TZVPD.

The geometry in XYZ format:
```
12
Properties=species:S:1:pos:R:3:lowdin_charge:R:1
O -1.9934 -0.5232 -1.0201 -0.02
C -0.9836 0.1530 -1.0208 -0.34
C 0.2935 -0.2861 -0.3425 -0.51
C 0.8056 0.8648 0.5248 -0.70
S -0.6136 1.7253 1.3237 0.15
N 0.0517 -1.5124 0.4007 0.02
H -0.9665 1.0315 -1.6787 0.11
H 1.0258 -0.4903 -1.1395 0.12
H 1.5355 0.5231 1.2747 0.04
H 1.3205 1.6171 -0.0899 0.03
H -0.9536 -1.6586 0.4565 0.05
H 0.4781 -1.4442 1.3111 0.05
```

Values from the calculation:
energy relative to the best compared isomer or geometry (same formula, charge and spin)	30.71	kcal/mol
total charge	-1
lowest unoccupied orbital energy	4.20	eV
SMILES string	N[C@@H](C=O)C[S-]


Entry 9:
Below is the ion C3H6NOS with charge -1, with properties calculated with wB97M-V/def2-TZVPD.

The geometry in XYZ format:
```
12
Properties=species:S:1:pos:R:3:lowdin_charge:R:1
C 0.1506 -1.0497 -0.5313 -0.23
C 1.4838 -0.1553 -0.2917 -0.71
S 0.8816 1.4288 -0.9255 0.17
C -0.9020 -0.7026 0.5596 -0.61
N -0.8464 0.3704 1.2892 0.11
O -1.8300 -1.4977 0.7921 -0.05
H 0.4129 -2.1277 -0.3013 0.10
H -0.3288 -1.0074 -1.4768 0.06
H 2.4044 -0.4789 -0.7582 0.01
H 1.7734 -0.1861 0.7504 0.03
H -1.6839 0.5155 1.8536 0.11
H -0.5141 1.2583 0.9594 -0.01
```

Values from the calculation:
energy relative to the best compared isomer or geometry (same formula, charge and spin)	20.89	kcal/mol
total charge	-1
lowest unoccupied orbital energy	4.12	eV
SMILES string	NC(=O)CC[S-]


Entry 10:
Below is the ion C3H6NOS with charge -1, with properties calculated with wB97M-V/def2-TZVPD.

The geometry in XYZ format:
```
12
Properties=species:S:1:pos:R:3:lowdin_charge:R:1
C 0.2778 0.7608 -0.3391 -0.24
C 0.3849 -0.4695 -1.2577 -0.78
S 2.1055 -0.7481 -1.8493 0.04
C -0.7570 0.5509 0.7450 -0.57
N -0.3658 -0.3634 1.6892 0.13
O -1.7759 1.2048 0.9075 0.01
H -0.0416 1.6257 -0.9166 0.10
H 1.2142 0.9511 0.1837 0.08
H -0.2628 -0.3382 -2.1223 0.03
H 0.0760 -1.3741 -0.7314 0.01
H -1.0838 -0.6816 2.3214 0.09
H 0.2285 -1.1184 1.3697 0.09
```

Values from the calculation:
energy relative to the best compared isomer or geometry (same formula, charge and spin)	10.13	kcal/mol
total charge	-1
lowest unoccupied orbital energy	3.80	eV
SMILES string	NC(=O)CC[S-]